# 1
Entry from OMol25: C28H42CrN3O3SSb as an isolated structure (the ωB97M-V functional and the def2-TZVPD basis).

Geometry as XYZ:
```
79
Properties=species:S:1:pos:R:3:mulliken_charge:R:1
Cr -1.56 0.00 1.00 0.16
C 1.24 -1.10 2.11 -1.11
N 0.17 -0.12 2.20 0.85
C 0.20 0.80 3.10 -0.03
C -0.86 1.75 3.15 -0.18
C -1.16 2.77 4.06 -0.96
C -2.38 3.31 3.64 -0.86
C -2.76 2.59 2.51 -0.90
N -1.84 1.65 2.20 0.84
C 2.63 -0.53 2.30 0.01
C 3.04 0.57 1.54 0.28
C 4.31 1.10 1.70 -0.60
C 5.19 0.54 2.62 -0.60
C 4.79 -0.54 3.39 -0.65
C 3.51 -1.07 3.23 -0.24
H 1.17 -1.56 1.12 0.26
H 1.07 -1.90 2.84 0.36
H 1.03 0.87 3.81 0.39
H -0.56 3.07 4.91 0.53
H -2.93 4.11 4.10 0.44
H -3.66 2.72 1.92 0.53
H 2.35 1.01 0.83 0.29
H 4.62 1.95 1.10 0.41
H 6.18 0.96 2.74 0.38
H 5.46 -0.98 4.11 0.39
H 3.20 -1.91 3.83 0.38
C -4.10 -3.42 1.92 -1.79
C -2.65 -2.95 1.84 1.80
C -1.70 -3.93 2.52 -1.68
O -2.53 -1.65 2.44 -0.18
C -2.21 -2.80 0.36 -0.13
O -2.56 -3.66 -0.43 -0.68
O -1.49 -1.77 0.08 0.41
H -4.38 -3.58 2.97 0.45
H -4.22 -4.34 1.37 0.34
H -4.76 -2.66 1.49 0.34
H -1.98 -4.06 3.57 0.49
H -0.68 -3.56 2.46 0.22
H -1.76 -4.90 2.02 0.40
H -2.66 -1.71 3.39 0.26
S -4.48 0.52 -2.54 -0.18
C -4.01 2.05 -1.95 -0.45
C -3.19 1.91 -0.89 -1.00
N -2.93 0.60 -0.54 0.94
C -3.55 -0.24 -1.33 -0.48
H -4.35 2.97 -2.41 0.48
H -2.74 2.70 -0.31 0.47
H -3.46 -1.31 -1.26 0.35
C 3.73 0.18 -1.81 -1.41
C 2.57 -0.21 -2.73 0.41
C 2.69 -1.67 -3.15 -1.55
Sb 0.69 0.12 -1.71 -0.45
C 0.49 2.29 -1.93 0.58
C 1.54 2.97 -2.80 -1.52
C 0.41 2.95 -0.56 -1.42
C -0.67 -0.32 -3.34 1.16
C -0.19 0.19 -4.70 -1.32
C -1.07 -1.79 -3.40 -1.43
H 4.69 0.03 -2.31 0.46
H 3.73 -0.43 -0.91 0.34
H 3.68 1.23 -1.49 0.14
H 2.59 0.43 -3.62 0.43
H 2.62 -2.34 -2.29 0.30
H 3.66 -1.86 -3.62 0.44
H 1.92 -1.96 -3.86 0.26
H -0.49 2.39 -2.42 0.44
H 2.53 2.90 -2.35 0.24
H 1.31 4.03 -2.92 0.45
H 1.60 2.53 -3.80 0.33
H 1.39 2.98 -0.08 0.33
H -0.27 2.43 0.13 0.20
H 0.07 3.99 -0.64 0.46
H -1.55 0.27 -3.05 -0.54
H 0.71 -0.34 -5.02 0.20
H 0.04 1.25 -4.68 0.30
H -0.96 0.03 -5.46 0.47
H -0.24 -2.41 -3.76 0.32
H -1.90 -1.94 -4.10 0.38
H -1.37 -2.19 -2.43 0.26
```

The multiplicity is 5. As for the LUMO energy (spin up / spin down): 0.40 / 0.36 eV. The HOMO energy (spin up / spin down) comes out at -0.2717 / -0.2815 Eh. As for the HOMO-LUMO gap (spin up / spin down): 7.79 / 8.02 eV.



# 2
Entry from OMol25: one molecule with the formula C28H42F3I3O6S (the ωB97M-V functional and the def2-TZVPD basis).

Geometry as XYZ:
```
83
Properties=species:S:1:pos:R:3:mulliken_charge:R:1
C 0.81 -0.23 3.12 -0.96
C 0.14 0.11 2.17 -1.14
C -0.68 0.55 1.03 2.18
C -2.14 0.85 1.48 -1.67
C -2.61 0.23 2.80 -1.58
C -2.58 1.20 4.00 -0.98
C -1.32 1.26 4.80 0.49
O -0.61 2.23 4.89 -0.62
O -1.09 0.12 5.47 -0.31
C -0.20 0.23 6.59 -0.24
C 1.26 0.05 6.22 -1.03
C -0.56 -0.59 -0.06 1.25
C -1.17 -1.89 0.42 -2.00
I -3.26 -2.25 0.47 0.09
C -0.44 -2.93 0.83 0.67
C -0.96 -4.24 1.34 -1.53
I 1.66 -2.91 0.72 0.04
C -0.93 -0.12 -1.51 -0.75
I 0.95 0.08 -2.68 0.03
C -1.76 -1.06 -2.37 -1.76
C -1.19 -2.47 -2.60 -0.23
C -0.93 -2.81 -4.07 -0.71
C 0.21 -3.83 -4.27 -0.78
C 1.28 -3.33 -5.23 -0.60
C 0.77 -3.19 -6.67 -0.36
C 1.41 -2.01 -7.40 -1.27
O -1.62 1.12 -1.54 -0.37
S -0.99 2.45 -0.91 1.45
O -0.16 3.10 -1.88 -0.72
O -2.12 3.17 -0.40 -0.66
C 0.01 1.88 0.52 1.32
C 0.03 2.95 1.63 -0.85
C 0.04 4.45 1.25 -1.16
C -0.96 5.26 2.02 0.76
F -0.75 6.56 1.83 -0.33
F -0.86 5.05 3.33 -0.27
F -2.22 5.04 1.70 -0.23
O 1.32 1.49 0.20 -0.17
C 2.25 2.48 -0.23 0.21
C 3.66 1.89 -0.19 -0.76
C 4.16 1.26 -1.49 -1.18
H 1.40 -0.60 3.92 0.81
H -2.28 1.92 1.58 0.73
H -2.79 0.57 0.67 0.90
H -2.13 -0.71 3.05 0.59
H -3.67 0.00 2.66 0.58
H -2.84 2.21 3.67 0.36
H -3.35 0.87 4.69 0.51
H -0.37 1.16 7.13 0.37
H -0.51 -0.58 7.25 0.36
H 1.48 0.65 5.35 0.22
H 1.88 0.44 7.02 0.41
H 1.50 -0.99 6.04 0.26
H 0.50 -0.80 -0.12 0.76
H -1.57 -4.09 2.23 0.34
H -0.16 -4.93 1.57 0.47
H -1.61 -4.70 0.59 0.35
H -1.81 -0.57 -3.34 0.85
H -2.78 -1.08 -2.01 0.40
H -1.94 -3.18 -2.23 0.37
H -0.29 -2.64 -2.01 0.10
H -0.67 -1.90 -4.62 0.49
H -1.84 -3.22 -4.49 0.31
H -0.21 -4.75 -4.69 0.39
H 0.67 -4.08 -3.31 0.39
H 1.60 -2.34 -4.89 0.10
H 2.15 -3.99 -5.22 0.47
H 0.97 -4.11 -7.22 0.40
H -0.31 -3.05 -6.67 0.27
H 2.50 -2.15 -7.46 0.31
H 1.24 -1.09 -6.85 0.29
H 1.05 -1.91 -8.42 0.38
H 0.96 2.74 2.16 0.85
H -0.75 2.78 2.37 -0.42
H 1.00 4.88 1.56 0.51
H -0.07 4.65 0.19 0.36
H 2.24 3.34 0.45 -0.12
H 2.02 2.85 -1.22 0.45
H 4.33 2.70 0.10 0.53
H 3.68 1.17 0.62 0.22
H 3.80 1.80 -2.36 0.25
H 3.87 0.22 -1.56 0.20
H 5.25 1.29 -1.51 0.42
```

As for the LUMO energy: -0.23 eV. The HOMO energy comes out at -0.3294 Eh. As for the SMILES: C#C[C@]1(CCCC(=O)OCC)[C@@H](/C(I)=C(/C)I)[C@@](I)(CCCCCCC)OS(=O)(=O)[C@]1(CCC(F)(F)F)OCCC. As for the HOMO-LUMO gap: 8.73 eV.



# 3
Entry from OMol25: one molecule with the formula C28H42N4O7 (the ωB97M-V functional and the def2-TZVPD basis).

Geometry as XYZ:
```
81
Properties=species:S:1:pos:R:3:mulliken_charge:R:1
C -4.69 -2.06 -1.36 -0.83
H -4.18 -1.21 -1.79 0.26
H -5.69 -2.11 -1.77 0.52
H -4.76 -1.93 -0.29 0.04
C -3.95 -3.36 -1.69 -0.53
H -4.43 -4.20 -1.19 0.34
O -2.61 -3.39 -1.23 -0.40
C -1.73 -2.51 -1.90 -0.41
C -0.32 -3.10 -1.87 -1.08
H -0.34 -4.11 -2.30 0.53
H 0.32 -2.47 -2.50 0.42
C 0.26 -3.20 -0.45 -1.12
N 0.32 -1.93 0.23 0.73
C -0.51 -1.53 1.22 1.05
O -0.37 -0.43 1.74 -0.81
C -1.58 -2.50 1.69 -1.03
H -1.08 -3.35 2.16 0.58
C -2.52 -1.85 2.72 -1.31
C -3.56 -0.97 2.04 0.54
O -4.72 -1.31 1.92 -0.66
N -3.06 0.21 1.58 0.11
C -3.76 1.16 0.88 0.21
N -3.17 2.27 0.51 -0.27
O -4.10 3.01 -0.15 -0.31
C -5.27 2.34 -0.17 0.28
C -5.12 1.15 0.47 -0.20
H -5.84 0.38 0.65 0.47
C -6.43 2.97 -0.85 -1.30
H -6.20 3.14 -1.90 0.31
H -6.66 3.93 -0.39 0.33
H -7.29 2.32 -0.77 0.32
H -2.05 0.37 1.68 0.02
H -3.05 -2.63 3.26 0.48
H -1.93 -1.25 3.42 0.49
H -2.16 -2.86 0.84 0.26
C 1.28 -0.96 -0.26 0.29
C 2.57 -0.94 0.52 -0.98
C 2.64 -1.35 1.84 -0.62
C 3.85 -1.32 2.51 -1.64
C 4.99 -0.87 1.87 -0.33
C 4.94 -0.44 0.55 0.83
C 3.72 -0.49 -0.14 1.21
O 3.52 -0.10 -1.44 -0.31
C 4.59 -0.09 -2.37 -1.03
H 4.11 0.01 -3.34 0.28
H 5.16 -1.02 -2.33 0.35
H 5.26 0.76 -2.21 0.28
O 6.04 0.06 -0.11 -0.33
C 7.28 0.09 0.55 -1.03
H 7.60 -0.91 0.85 0.38
H 7.98 0.50 -0.17 0.25
H 7.25 0.74 1.43 0.37
H 5.92 -0.84 2.42 0.45
H 3.91 -1.64 3.54 0.40
H 1.76 -1.69 2.35 0.47
C 0.55 0.41 -0.40 -0.24
O -0.49 0.45 -1.01 -0.73
N 1.23 1.45 0.11 0.57
H 2.00 1.21 0.72 0.43
C 0.84 2.86 0.15 1.31
C 0.13 3.26 -1.14 -1.89
H 0.00 4.34 -1.16 0.45
H -0.85 2.79 -1.17 0.27
H 0.69 2.95 -2.01 0.46
C -0.08 3.09 1.35 -1.29
H 0.37 2.68 2.26 0.28
H -0.24 4.16 1.50 0.55
H -1.04 2.62 1.18 0.02
C 2.15 3.65 0.34 -0.96
C 3.15 3.47 -0.80 -0.97
H 3.30 2.42 -1.02 0.10
H 2.80 3.96 -1.71 0.29
H 4.11 3.92 -0.53 0.43
H 2.61 3.33 1.27 0.40
H 1.90 4.71 0.44 0.48
H 1.52 -1.23 -1.29 0.51
H 1.29 -3.59 -0.51 0.30
H -0.34 -3.90 0.12 0.64
H -1.72 -1.52 -1.44 0.12
H -2.04 -2.41 -2.95 0.72
H -3.96 -3.53 -2.77 0.43
```

As for the LUMO energy: 0.58 eV. The HOMO energy comes out at -0.3113 Eh. As for the SMILES: CCOCCCN(C(=O)CCC(=O)Nc1cc(C)on1)[C@@H](C(=O)NC(C)(C)CC)c1cccc(OC)c1OC. As for the HOMO-LUMO gap: 9.05 eV.



# 4
Entry from OMol25: C28H42N6O2ReS2 as an isolated structure (the ωB97M-V functional and the def2-TZVPD basis).

Geometry as XYZ:
```
81
Properties=species:S:1:pos:R:3:mulliken_charge:R:1
Re -0.12 -0.25 -0.15 0.87
O -0.73 -1.82 -1.09 -0.44
S -1.47 -3.24 -1.07 0.13
C -0.07 -4.39 -0.96 -0.66
C 0.99 -4.44 -2.06 -1.48
C 1.87 -3.20 -2.27 0.81
C 2.82 -2.93 -1.09 -0.71
S 3.15 -1.18 -0.73 0.03
O 1.63 -0.70 -0.83 -0.68
C 3.97 -0.50 -2.10 0.93
C 3.40 -0.35 -3.37 -0.05
C 4.20 0.14 -4.38 -0.89
C 5.54 0.45 -4.14 -0.53
C 6.09 0.29 -2.88 -0.72
C 5.31 -0.18 -1.84 -0.61
C -2.05 -3.44 -2.72 1.09
C -1.67 -2.61 -3.77 -0.16
C -2.16 -2.90 -5.03 -0.79
C -3.00 -3.99 -5.23 -0.58
C -3.36 -4.81 -4.17 -0.71
C -2.89 -4.54 -2.89 -0.72
H -0.61 -5.34 -0.89 0.65
H 0.35 -4.21 0.03 0.42
H 0.52 -4.70 -3.01 0.48
H 1.62 -5.29 -1.79 0.46
H 1.23 -2.33 -2.42 -0.79
H 2.45 -3.33 -3.18 0.55
H 3.81 -3.38 -1.21 0.62
H 2.42 -3.29 -0.14 0.44
H 2.37 -0.62 -3.55 0.32
H 3.79 0.26 -5.38 0.46
H 6.15 0.82 -4.95 0.45
H 7.13 0.53 -2.70 0.46
H 5.73 -0.28 -0.84 0.45
H -1.02 -1.76 -3.60 0.36
H -1.90 -2.27 -5.87 0.47
H -3.37 -4.21 -6.22 0.45
H -4.02 -5.65 -4.33 0.46
H -3.20 -5.16 -2.06 0.47
C 0.16 -2.45 2.50 -0.55
N 0.83 -1.30 3.10 0.11
C 1.49 -1.45 4.41 -0.65
C 1.95 -0.02 4.72 -0.56
N 1.46 0.76 3.57 0.09
C 1.91 2.14 3.42 -0.99
C 0.81 -0.02 2.73 0.05
N 0.11 0.46 1.62 0.66
C -0.63 1.75 1.90 -0.98
C -1.90 1.68 1.08 -0.98
N -1.48 1.09 -0.23 0.55
C -2.13 1.60 -1.37 0.32
N -1.51 1.72 -2.54 0.16
C -0.12 1.44 -2.89 -1.11
C -2.42 2.31 -3.55 -0.68
C -3.70 2.56 -2.74 -0.59
N -3.38 2.02 -1.40 0.04
C -4.46 1.97 -0.41 -0.94
H 0.62 -3.34 2.92 0.43
H 0.33 -2.48 1.43 -0.32
H -0.90 -2.48 2.73 0.33
H 2.30 -2.17 4.34 0.43
H 0.76 -1.81 5.14 0.35
H 3.04 0.07 4.77 0.41
H 1.52 0.38 5.64 0.37
H 2.89 2.20 3.89 0.40
H 1.24 2.83 3.93 0.34
H 2.03 2.41 2.37 0.35
H -0.02 2.60 1.59 0.39
H -0.86 1.84 2.96 0.55
H -2.30 2.69 0.96 0.58
H -2.65 1.05 1.55 0.34
H 0.58 2.00 -2.26 0.37
H 0.02 1.78 -3.91 0.50
H 0.10 0.38 -2.87 0.23
H -2.56 1.62 -4.37 0.37
H -1.98 3.24 -3.93 0.42
H -4.55 2.02 -3.15 0.44
H -3.96 3.62 -2.65 0.38
H -5.39 2.03 -0.98 0.39
H -4.42 2.82 0.26 0.33
H -4.46 1.03 0.13 0.37
```

The multiplicity is 2. As for the LUMO energy (spin up / spin down): -12.70 / -12.52 eV. The HOMO energy (spin up / spin down) comes out at -0.7124 / -0.7124 Eh. Its charge is +4. As for the HOMO-LUMO gap (spin up / spin down): 6.69 / 6.87 eV.



# 5
Entry from OMol25: C28H43BF3N6SbZr as an isolated structure (the ωB97M-V functional and the def2-TZVPD basis).

Geometry as XYZ:
```
83
Properties=species:S:1:pos:R:3:mulliken_charge:R:1
Zr 0.28 -0.62 -0.73 1.16
C 2.85 -3.92 -2.20 -1.11
C 2.00 -2.85 -2.51 -0.42
N 1.23 -2.54 -1.42 1.19
N 1.48 -3.50 -0.49 -0.26
C 2.47 -4.29 -0.95 -0.36
B 1.11 -3.33 1.05 -0.13
N -0.42 -2.95 1.21 -0.66
C -1.20 -3.39 2.19 -0.22
C -2.33 -2.60 2.31 -1.54
C -2.15 -1.62 1.35 -0.40
N -1.01 -1.85 0.68 1.78
N 2.01 -2.11 1.44 0.26
C 3.13 -2.05 2.14 -0.15
C 3.73 -0.82 1.94 -0.91
C 2.91 -0.16 1.05 -1.09
N 1.82 -0.92 0.81 1.06
H 3.56 -4.32 -2.90 0.51
H 2.01 -2.30 -3.47 0.56
H 2.89 -5.09 -0.29 0.43
H 1.45 -4.25 1.69 -0.05
H -0.88 -4.19 2.79 0.54
H -3.18 -2.75 2.98 0.48
H -2.75 -0.76 1.13 0.38
H 3.41 -2.85 2.83 0.49
H 4.65 -0.53 2.39 0.55
H 3.12 0.87 0.67 0.22
C -3.47 0.29 -1.16 -1.96
C -2.24 -0.12 -1.93 1.16
C -2.10 -1.47 -2.18 -0.22
C -1.20 -1.90 -3.12 0.61
C -1.17 -3.38 -3.61 -1.69
C -0.28 -1.00 -3.66 -1.01
C -0.43 0.37 -3.48 1.30
C 0.37 1.42 -4.09 -1.72
C -1.47 0.82 -2.64 -0.46
H -3.21 1.00 -0.39 -0.05
H -3.83 -0.60 -0.72 0.59
H -4.12 0.75 -1.89 0.51
H -2.77 -2.21 -1.75 0.44
H -1.55 -4.12 -2.90 0.40
H -0.13 -3.57 -3.93 0.35
H -1.86 -3.40 -4.48 0.47
H 0.50 -1.35 -4.26 0.29
H 0.52 2.28 -3.48 0.25
H -0.13 1.89 -4.93 0.44
H 1.31 1.08 -4.47 0.22
H -1.57 1.86 -2.43 0.59
C 2.14 3.56 0.84 -1.63
C 0.63 3.52 0.87 0.38
C 0.19 3.87 -0.60 -1.31
Sb -0.32 1.71 1.47 -0.26
C 0.70 1.19 3.26 1.22
C 0.79 2.38 4.24 -1.86
C 0.15 -0.10 3.92 -0.92
C -2.06 2.69 2.39 0.27
C -2.54 3.83 1.50 -1.38
C -3.17 1.64 2.61 -1.14
H 2.41 4.59 0.71 0.47
H 2.58 2.95 0.00 0.19
H 2.55 3.26 1.77 0.45
H 0.31 4.24 1.65 0.58
H 0.91 3.28 -1.28 0.19
H 0.34 4.94 -0.77 0.44
H -0.81 3.59 -0.87 0.32
H 1.76 0.95 2.92 -0.26
H -0.16 2.59 4.71 0.50
H 1.34 3.24 3.81 0.30
H 1.39 2.04 5.03 0.62
H -0.97 -0.09 3.96 0.13
H 0.40 -0.17 4.97 0.42
H 0.46 -0.99 3.47 -0.01
H -1.64 3.00 3.37 0.43
H -3.04 3.50 0.62 0.31
H -1.78 4.55 1.17 0.33
H -3.30 4.46 2.05 0.39
H -3.61 1.40 1.61 0.15
H -4.01 2.02 3.19 0.47
H -2.75 0.74 3.07 0.18
F 1.31 -1.34 -6.62 -0.15
C 2.17 -0.88 -5.71 0.27
F 1.41 0.77 -1.39 -0.75
F 2.82 0.12 -6.12 -0.09
```

As for the LUMO energy: -6.50 eV. The HOMO energy comes out at -0.5216 Eh. Its charge is +2. As for the HOMO-LUMO gap: 7.70 eV.



# 6
Entry from OMol25: C28H43BrIrN2P2 as an isolated structure (the ωB97M-V functional and the def2-TZVPD basis).

Geometry as XYZ:
```
77
Properties=species:S:1:pos:R:3:mulliken_charge:R:1
C 3.40 5.45 -1.21 -0.41
C 2.26 4.86 -1.79 0.48
C 2.30 4.54 -3.17 -0.11
C 3.55 4.60 -3.81 -0.44
N 4.65 4.97 -3.18 0.08
C 4.59 5.45 -1.94 -0.37
C 1.13 4.52 -0.95 -0.22
C 0.22 4.09 -0.25 -0.24
C -0.82 3.38 0.45 0.71
C -0.70 3.09 1.81 -0.75
C -1.28 1.93 2.33 -0.20
C -1.90 1.07 1.40 -0.35
C -2.44 1.59 0.20 -0.76
C -1.90 2.79 -0.25 -0.45
Ir -1.61 -0.91 1.58 1.21
P 0.51 -0.58 0.73 0.62
H 1.42 4.23 -3.71 0.56
H 3.38 5.85 -0.20 0.51
H 3.64 4.31 -4.86 0.43
H 5.51 5.85 -1.49 0.43
H -2.19 3.19 -1.22 0.53
H -0.07 3.73 2.43 0.51
H -3.16 1.01 -0.36 0.93
H -1.20 1.68 3.39 0.66
C 1.40 -2.19 0.75 -1.02
C 2.53 -2.36 -0.27 -1.41
H 0.63 -2.98 0.66 0.77
H 1.79 -2.28 1.77 0.56
H 2.94 -3.37 -0.15 0.48
H 2.18 -2.26 -1.31 0.31
H 3.35 -1.66 -0.09 0.31
C 0.52 0.29 -0.90 1.63
C 1.82 0.91 -1.39 -1.53
H -0.25 1.08 -0.82 -0.68
H 0.14 -0.41 -1.65 -0.47
H 1.70 1.22 -2.43 0.47
H 2.06 1.82 -0.83 0.22
H 2.67 0.22 -1.35 0.26
C 1.55 0.55 1.76 0.05
C 3.07 0.43 1.74 -1.55
H 1.18 0.40 2.78 0.33
H 1.24 1.56 1.48 -0.02
H 3.47 1.19 2.41 0.46
H 3.42 -0.54 2.11 0.35
H 3.50 0.62 0.75 0.28
Br -2.28 -3.20 2.32 0.00
P -2.27 -2.39 -0.76 0.87
C -0.86 -2.84 -1.87 -0.02
C -1.10 -3.92 -2.92 -1.50
H -0.05 -3.14 -1.20 0.01
H -0.55 -1.92 -2.37 0.33
H -0.16 -4.05 -3.49 0.44
H -1.35 -4.89 -2.47 0.43
H -1.88 -3.64 -3.64 0.30
C -3.32 -3.90 -0.65 -0.15
C -4.72 -3.82 -1.23 -1.36
H -3.38 -4.10 0.43 0.36
H -2.74 -4.72 -1.09 0.23
H -5.30 -4.66 -0.81 0.44
H -5.25 -2.89 -0.97 0.34
H -4.70 -3.94 -2.31 0.30
C -3.19 -1.16 -1.78 -0.65
C -3.46 -1.50 -3.24 -1.43
H -2.58 -0.25 -1.72 0.26
H -4.11 -0.97 -1.22 0.72
H -4.00 -0.64 -3.67 0.45
H -2.54 -1.63 -3.81 0.32
H -4.09 -2.39 -3.36 0.20
C 1.09 -0.24 6.31 -1.19
C 0.06 -1.18 5.66 -0.45
C -0.32 -0.80 4.32 0.68
N -0.80 -0.75 3.26 -0.84
H 2.11 -0.52 6.03 0.33
H 1.02 -0.29 7.40 0.39
H 0.92 0.81 6.03 0.37
H 0.47 -2.20 5.61 0.32
H -0.85 -1.22 6.27 0.35
```

The multiplicity is 6. As for the LUMO energy (spin up / spin down): -11.95 / -14.85 eV. The HOMO energy (spin up / spin down) comes out at -0.6666 / -0.7456 Eh. Its charge is +4. As for the HOMO-LUMO gap (spin up / spin down): 6.18 / 5.44 eV.